*one*
{"formula": "C4H5N3S", "method": "ωB97M-V/def2-TZVPD", "total_charge": 0, "lumo_energy_ev": 0.3, "multiplicity": 1, "gap_ev": 8.51, "smiles": "Nc1ccc(S)nn1", "elements": ["N", "N", "S", "C", "C", "C", "C", "N", "H", "H", "H", "H", "H"], "xyz": [[0.2891, -0.3062, 1.1135], [0.6243, 0.9383, 0.7816], [-1.1154, -2.4389, 1.6328], [-0.9176, -0.8114, 0.9141], [-0.2842, 1.7397, 0.1097], [-1.8411, -0.1255, 0.1516], [-1.6015, 1.2751, -0.1794], [0.2850, 2.8691, -0.3903], [0.1289, -2.8823, 1.9254], [-2.6979, -0.6382, -0.0785], [-2.4172, 1.7846, -0.6179], [1.3487, 2.9431, -0.3646], [-0.1367, 3.3066, -1.2683]], "mulliken_charge": [-0.277, -0.570, -0.297, 0.451, 0.472, -0.345, -0.476, -0.491, 0.178, 0.445, 0.380, 0.290, 0.238]}

***

*two*
{"formula": "C4H5N3S", "method": "ωB97M-V/def2-TZVPD", "total_charge": 0, "lumo_energy_ev": 0.1, "multiplicity": 1, "gap_ev": 9.08, "smiles": "CC1=NC=NN=CS1", "elements": ["C", "C", "C", "C", "H", "H", "H", "H", "H", "N", "N", "N", "S"], "xyz": [[1.2820, 1.6486, -0.0180], [0.4810, 0.4085, -0.2691], [0.0621, -1.7850, -0.9769], [-1.6096, -0.1757, 1.0316], [2.2349, 1.2994, -0.6496], [1.3716, 1.7756, 1.3095], [0.5191, 2.6768, -0.2349], [0.5874, -2.4691, -1.7144], [-2.1819, 0.0664, 1.8779], [0.8912, -0.7318, -0.5822], [-1.0502, -2.1131, -0.2894], [-1.2648, -1.4443, 0.8991], [-1.3228, 0.8439, -0.3836]], "mulliken_charge": [-0.863, 0.543, 0.110, -0.115, 0.309, 0.229, 0.312, 0.343, 0.505, -0.542, -0.308, -0.309, -0.215]}

***

The energy of each structure relative to the most stable one, in kcal/mol, is as follows: *one* 0.0; *two* 69.6.

***

*one*
{"formula": "C2H5N", "method": "ωB97M-V/def2-TZVPD", "total_charge": 0, "lumo_energy_ev": [-0.7, -0.5], "multiplicity": 1, "gap_ev": [9.07, 8.88], "elements": ["C", "C", "N", "H", "H", "H", "H", "H"], "xyz": [[-0.3322, 0.2179, 0.4146], [-0.1601, -0.2662, -0.9391], [0.3080, 1.2202, 0.8225], [-0.7402, -0.4411, 1.1868], [1.0002, -1.8081, -0.3427], [0.5363, 0.3603, -1.4162], [-0.8417, -0.7944, -1.5290], [0.2296, 1.5114, 1.8030]], "mulliken_charge": [0.219, -0.988, -0.568, 0.344, 0.053, 0.338, 0.357, 0.245]}

***

*two*
{"formula": "C2H5N", "method": "ωB97M-V/def2-TZVPD", "total_charge": 0, "lumo_energy_ev": 0.5, "multiplicity": 1, "gap_ev": 10.27, "smiles": "[H]/N=C/C", "elements": ["C", "C", "N", "H", "H", "H", "H", "H"], "xyz": [[0.2449, 0.4754, 0.0441], [-0.9629, -0.3836, 0.0373], [1.6538, -0.1857, 0.0816], [0.3179, 1.4960, -0.1384], [-0.5124, -1.4613, -0.1086], [-1.5621, 0.0166, -0.7189], [-1.5070, -0.4290, 0.9104], [2.3278, 0.4716, -0.1074]], "mulliken_charge": [-0.009, -0.837, -0.536, 0.352, 0.237, 0.261, 0.316, 0.214]}

***

The energy of each structure relative to the most stable one, in kcal/mol, is as follows: *one* 34.8; *two* 0.0.

***

*one*
{"formula": "C4H11NO", "method": "ωB97M-V/def2-TZVPD", "s2": 0.75, "total_charge": -1, "lumo_energy_ev": [3.4, 3.5], "multiplicity": 2, "gap_ev": [1.37, 10.19], "elements": ["C", "C", "H", "H", "H", "H", "H", "H", "C", "C", "O", "N", "H", "H", "H", "H", "H"], "xyz": [[1.8018, -1.4817, 0.7360], [0.7882, -2.1661, 1.6496], [2.8061, -1.5167, 1.1576], [1.8591, -1.8693, -0.2810], [1.5651, -0.4249, 0.6395], [0.3863, -3.1002, 1.2449], [1.2134, -2.4530, 2.6120], [-0.0936, -1.5427, 1.8043], [-1.5742, 2.4692, -0.5200], [-0.6126, 1.3947, -0.9301], [0.4806, 1.2785, -0.3911], [-0.9866, 0.6066, -1.9618], [-1.7854, 2.3167, 0.5451], [-2.5096, 2.5837, -1.0527], [-0.3697, -0.0425, -2.3729], [-1.9376, 0.5471, -2.3134], [-1.0312, 3.4007, -0.5658]], "mulliken_spin": [0.066, 3.126, -0.168, -0.145, -0.054, -0.611, -0.810, -0.606, 0.375, 0.013, 0.053, 0.087, 0.019, -0.297, 0.019, -0.061, -0.005]}

***

*two*
{"formula": "C4H11NO", "method": "ωB97M-V/def2-TZVPD", "s2": 0.75, "total_charge": -1, "lumo_energy_ev": [4.2, 4.0], "multiplicity": 2, "gap_ev": [3.42, 7.58], "elements": ["C", "C", "C", "C", "N", "H", "H", "H", "H", "H", "H", "H", "H", "H", "H", "H", "O"], "xyz": [[-0.9641, 0.6261, -2.1105], [-0.1105, 0.9698, -0.9221], [-0.7600, 0.3789, 0.3608], [0.7624, 0.6486, 2.1198], [0.0755, -0.1400, 1.4019], [-2.0206, 1.0187, -2.1057], [-0.6009, 1.2584, -2.9270], [-0.9929, -0.4514, -2.4999], [0.1343, 2.0423, -0.6042], [0.8058, 0.4677, -0.9958], [-1.1149, -0.6136, 0.1665], [-1.8086, 0.8259, 0.6396], [0.6613, 1.7206, 1.9516], [1.4658, 0.3318, 2.9309], [0.8843, -1.4877, 0.3940], [1.6876, -2.5518, -0.5197], [0.8504, -2.1652, -0.3665]], "mulliken_spin": [0.119, -0.006, 0.084, 0.522, 0.300, -0.016, -0.004, -0.028, -0.006, 0.004, 0.036, -0.050, 0.004, 0.042, 0.028, 0.012, -0.041]}

***

*three*
{"formula": "C4H11NO", "method": "ωB97M-V/def2-TZVPD", "s2": 0.75, "total_charge": -1, "lumo_energy_ev": [4.0, 3.9], "multiplicity": 2, "gap_ev": [2.82, 9.21], "elements": ["C", "C", "C", "H", "H", "H", "H", "H", "H", "N", "C", "O", "H", "H", "H", "H", "H"], "xyz": [[-0.3813, -1.8399, 1.8517], [1.0909, -1.3975, 2.0237], [1.4098, -0.0613, 2.2011], [-1.0287, -0.9728, 1.3848], [-0.7924, -2.1464, 2.9227], [-0.5841, -2.7053, 1.2152], [1.8130, -2.2469, 1.7680], [2.3677, 0.3236, 2.0740], [0.6512, 0.6292, 2.5055], [-1.4804, 1.4568, -1.7486], [-0.5080, 0.8089, -2.6514], [0.9135, 1.3037, -2.4853], [-1.8719, 2.4137, -1.9705], [-1.3018, 1.3751, -0.7617], [-0.7525, 0.7888, -3.7481], [-0.3331, -0.0910, -2.0348], [0.7880, 2.3614, -2.5464]], "mulliken_spin": [0.593, -0.121, 0.558, -0.154, -0.056, -0.052, -0.082, -0.112, -0.229, 0.694, 1.245, -0.078, -0.548, -0.133, -0.273, -0.199, -0.052]}

***

The energy of each structure relative to the most stable one, in kcal/mol, is as follows: *one* 0.0; *two* 29.5; *three* 48.7.

***

*one*
{"formula": "C4H16N4", "method": "ωB97M-V/def2-TZVPD", "total_charge": 2, "lumo_energy_ev": -6.3, "multiplicity": 1, "gap_ev": 9.91, "elements": ["C", "C", "C", "C", "N", "N", "N", "N", "H", "H", "H", "H", "H", "H", "H", "H", "H", "H", "H", "H", "H", "H", "H", "H"], "xyz": [[-0.2367, 2.5011, -0.2397], [0.4309, 0.1008, -0.3339], [0.2945, 1.2380, 0.3363], [-2.4934, -0.2750, -0.0496], [1.1087, -1.0420, 0.2070], [-3.0715, -1.2283, -0.7262], [3.7266, -0.9825, -0.2691], [-2.4436, -0.2365, 1.2545], [-1.0238, 2.9272, 0.3824], [-0.6005, 2.3698, -1.2567], [0.5654, 3.2402, -0.2645], [0.1958, 0.0031, -1.3826], [0.6092, 1.2874, 1.3714], [-2.0465, 0.5446, -0.6005], [1.0746, -1.0477, 1.2244], [0.7340, -1.9162, -0.1498], [-3.5630, -1.9876, -0.2653], [-3.1549, -1.1940, -1.7351], [4.0953, -1.9276, -0.4060], [4.2000, -0.5634, 0.5346], [3.9433, -0.4278, -1.1009], [-2.9155, -0.9286, 1.8269], [-2.0405, 0.5547, 1.7372], [2.6116, -1.0098, -0.0947]], "mulliken_charge": [-1.281, -0.194, -0.432, 0.223, -0.697, -0.332, -0.519, -0.290, 0.372, 0.361, 0.368, 0.456, 0.422, 0.388, 0.300, 0.287, 0.234, 0.266, 0.392, 0.388, 0.384, 0.238, 0.258, 0.406]}

***

*two*
{"formula": "C4H16N4", "method": "ωB97M-V/def2-TZVPD", "total_charge": 2, "lumo_energy_ev": -6.5, "multiplicity": 1, "gap_ev": 10.60, "elements": ["C", "C", "N", "N", "N", "H", "H", "H", "H", "H", "H", "H", "H", "C", "C", "N", "H", "H", "H", "H", "H", "H", "H", "H"], "xyz": [[-0.1868, -1.2991, 2.2309], [2.0999, -0.9498, 1.1707], [1.0273, -1.8071, 1.5607], [1.9593, 0.4355, 1.3705], [2.9481, -1.4619, 0.2429], [1.3121, -2.7733, 1.6624], [1.7509, 0.9030, 2.2369], [2.1891, 1.0778, 0.6299], [2.9181, -2.3564, -0.1797], [3.8297, -1.0747, -0.2009], [0.1905, -0.4410, 2.9365], [-0.7631, -2.1280, 2.6916], [-0.8447, -0.9681, 1.4097], [-1.8908, 1.3666, -1.5585], [-2.8232, 2.5362, -1.3123], [-2.3361, 0.7119, -2.9294], [-0.8830, 1.8089, -1.7134], [-1.8774, 0.6056, -0.6610], [-3.9447, 2.1603, -1.2493], [-2.6755, 3.2409, -2.1560], [-2.4609, 1.5264, -3.7125], [-1.4138, 0.1192, -3.2699], [-3.1777, 0.0714, -2.9491], [-2.5342, 3.1550, -0.3725]], "mulliken_charge": [-0.491, 0.573, -0.178, -0.386, -0.382, 0.292, 0.251, 0.225, 0.225, 0.270, 0.239, 0.332, 0.038, -0.052, -1.113, -0.505, 0.291, 0.122, 0.322, 0.374, 0.423, 0.423, 0.374, 0.332]}

***

The energy of each structure relative to the most stable one, in kcal/mol, is as follows: *one* 0.0; *two* 37.7.

***

*one*
{"formula": "C3H13N2", "method": "ωB97M-V/def2-TZVPD", "total_charge": 1, "lumo_energy_ev": -3.3, "multiplicity": 1, "gap_ev": 11.58, "elements": ["N", "H", "H", "H", "C", "C", "C", "N", "H", "H", "H", "H", "H", "H", "H", "H", "H", "H"], "xyz": [[-2.8437, -2.1892, 0.5231], [-3.6756, -1.6643, 0.7791], [-3.0428, -2.5567, -0.4036], [-2.8407, -2.9977, 1.1379], [0.6809, 0.5033, 0.5845], [0.9949, 0.9985, -0.8253], [2.3413, 1.7266, -0.8344], [-0.4664, -0.4733, 0.5401], [1.5345, -0.0347, 0.9863], [0.3571, 1.3238, 1.2120], [0.2091, 1.6693, -1.1782], [1.0261, 0.1417, -1.5060], [2.3628, 2.4847, -0.0536], [3.1679, 1.0272, -0.7271], [2.4928, 2.2622, -1.7701], [-1.2876, -0.1120, 0.0524], [-0.2037, -1.3199, 0.0339], [-0.8069, -0.7895, 1.4490]], "mulliken_charge": [-0.782, 0.272, 0.273, 0.275, -0.657, -0.360, -1.287, -0.348, 0.360, 0.353, 0.352, 0.371, 0.348, 0.352, 0.354, 0.377, 0.369, 0.377]}

***

*two*
{"formula": "C3H13N2", "method": "ωB97M-V/def2-TZVPD", "total_charge": 1, "lumo_energy_ev": -3.2, "multiplicity": 1, "gap_ev": 11.09, "elements": ["C", "N", "H", "H", "H", "H", "H", "H", "C", "N", "C", "H", "H", "H", "H", "H", "H", "H"], "xyz": [[-1.2624, 0.1455, -2.0217], [-1.6749, -0.0142, -0.6046], [-1.9591, -0.3398, -2.6979], [-1.2637, 1.2063, -2.2677], [-0.2505, -0.2176, -2.1688], [-2.0818, -0.9461, -0.4730], [-2.3411, 0.6788, -0.2802], [-0.7778, -0.1588, 0.0724], [1.0677, -1.1776, 1.4653], [0.4220, 0.1000, 1.0599], [1.4109, 1.0104, 0.4418], [1.4187, -1.6976, 0.5735], [1.9032, -1.0489, 2.1502], [0.2891, -1.8057, 1.8992], [0.1046, 0.5142, 1.9313], [1.8804, 0.5668, -0.4309], [2.1895, 1.2355, 1.1740], [0.9252, 1.9487, 0.1772]], "mulliken_charge": [-0.761, -0.261, 0.362, 0.321, 0.269, 0.407, 0.350, 0.357, -0.933, -0.504, -0.991, 0.334, 0.352, 0.336, 0.284, 0.356, 0.392, 0.330]}

***

The energy of each structure relative to the most stable one, in kcal/mol, is as follows: *one* 0.0; *two* 15.5.

***

*one*
{"formula": "C4H15N2O2", "method": "ωB97M-V/def2-TZVPD", "total_charge": 1, "lumo_energy_ev": -2.7, "multiplicity": 1, "gap_ev": 11.84, "elements": ["C", "C", "C", "N", "C", "N", "H", "H", "H", "H", "H", "H", "H", "H", "H", "H", "H", "H", "H", "O", "H", "H", "O"], "xyz": [[0.1419, 0.3333, 2.2314], [0.8261, 1.4175, 1.4115], [1.1707, 1.0112, -0.0003], [0.9226, -1.3935, -1.6487], [1.8513, -1.2486, -0.7523], [2.0439, -0.1642, -0.0462], [0.8730, -0.3858, 2.5885], [-0.3714, 0.7619, 3.0818], [-0.5583, -0.2422, 1.6106], [1.6533, 1.8684, 1.9666], [0.1253, 2.2577, 1.2992], [1.6942, 1.8311, -0.5044], [0.3051, 0.8700, -0.6356], [0.8604, -2.2265, -2.2102], [0.1233, -0.7556, -1.7418], [2.5458, -2.0663, -0.6143], [2.6682, -0.3017, 0.7357], [-3.9278, -0.0014, 0.6182], [-3.9532, -1.0580, -0.5254], [-3.4360, -0.3379, -0.1373], [-1.7603, -0.3218, -3.0093], [-2.2566, 0.3086, -1.6294], [-1.5415, -0.1563, -2.0883]], "mulliken_charge": [-1.025, -0.495, -0.392, -0.162, 0.183, -0.073, 0.300, 0.357, 0.249, 0.372, 0.325, 0.205, 0.131, 0.257, 0.165, 0.388, 0.291, 0.313, 0.308, -0.630, 0.268, 0.343, -0.677]}

***

*two*
{"formula": "C4H15N2O2", "method": "ωB97M-V/def2-TZVPD", "total_charge": 1, "lumo_energy_ev": -2.8, "multiplicity": 1, "gap_ev": 10.47, "elements": ["C", "C", "C", "C", "N", "N", "H", "H", "H", "H", "H", "H", "H", "H", "H", "H", "H", "H", "H", "O", "H", "H", "O"], "xyz": [[-1.0886, -1.1759, -1.0752], [-1.4345, -1.2419, 0.4553], [-0.3733, -0.6355, 1.3450], [0.5374, -1.2697, 2.0953], [-0.3359, 0.8289, 1.3279], [-0.7899, 0.2687, -1.3452], [-0.3304, -1.8660, -1.4161], [-1.9486, -1.5216, -1.6182], [-1.8005, -2.1930, 0.8356], [-2.2557, -0.5576, 0.6610], [0.1855, -2.2856, 2.4244], [1.3806, -0.8890, 2.6428], [-1.2148, 1.3064, 1.5729], [-0.2029, 1.1295, 0.3403], [0.4330, 1.2684, 1.8495], [-1.6520, 0.7271, -1.5774], [-0.1129, 0.4125, -2.0721], [2.8940, 2.1935, 1.7983], [2.1266, 3.4616, 2.1752], [2.0058, 2.5299, 1.9617], [0.0861, -0.3458, -4.4885], [1.5797, 0.0261, -4.3307], [0.8265, -0.3589, -3.8709]], "mulliken_charge": [-0.524, -0.857, 0.504, -0.898, -0.162, -0.619, 0.384, 0.341, 0.485, 0.262, 0.254, 0.333, 0.392, 0.399, 0.274, 0.236, 0.236, 0.307, 0.308, -0.640, 0.324, 0.314, -0.653]}

***

*three*
{"formula": "C4H15N2O2", "method": "ωB97M-V/def2-TZVPD", "total_charge": 1, "lumo_energy_ev": -2.9, "multiplicity": 1, "gap_ev": 10.58, "elements": ["N", "C", "C", "N", "C", "C", "O", "H", "H", "H", "H", "H", "H", "H", "H", "H", "H", "H", "H", "H", "H", "H", "O"], "xyz": [[-1.8075, -0.7183, -1.6836], [-1.4398, -1.5042, -0.4547], [-1.3363, -0.5323, 0.7649], [-1.1569, 0.8259, 0.2422], [0.1443, 1.4653, 0.5637], [1.0838, 1.3277, -0.5946], [1.0951, -0.0018, -1.1193], [-0.9702, -0.1253, -1.8081], [-2.4693, 0.0349, -1.4617], [-2.2344, -1.2624, -2.4283], [-2.0753, -2.3586, -0.3252], [-0.5142, -1.9855, -0.7895], [-2.2860, -0.4991, 1.3077], [-0.5708, -0.8566, 1.4635], [-1.8280, 1.5130, 0.5543], [0.0324, 2.4639, 0.9830], [0.6708, 0.9086, 1.3752], [2.1003, 1.6499, -0.3632], [0.7013, 1.8975, -1.4581], [1.7154, -0.5247, -0.6009], [3.6145, 0.2071, 1.8048], [4.0766, -1.1909, 2.3123], [3.4539, -0.7340, 1.7158]], "mulliken_charge": [-0.260, -0.691, -0.389, -0.340, -0.466, -0.637, -0.553, 0.282, 0.352, 0.339, 0.450, 0.296, 0.425, 0.306, 0.237, 0.445, 0.210, 0.419, 0.250, 0.314, 0.316, 0.313, -0.618]}

***

*four*
{"formula": "C4H15N2O2", "method": "ωB97M-V/def2-TZVPD", "total_charge": 1, "lumo_energy_ev": -3.0, "multiplicity": 1, "gap_ev": 8.98, "elements": ["C", "C", "C", "C", "N", "N", "H", "H", "H", "H", "H", "H", "H", "H", "H", "H", "H", "H", "H", "O", "H", "H", "O"], "xyz": [[2.2459, 0.0188, 1.7184], [1.8816, 1.0664, 0.6911], [0.6852, 0.7743, -0.1832], [0.4475, 1.6079, -1.2191], [-0.6324, 1.4175, -2.0863], [-0.0201, -0.4852, -0.0607], [2.7175, -0.9096, 1.4052], [1.4764, -0.3528, 2.4001], [2.8033, 0.6119, 2.4630], [1.8910, 2.0949, 1.0525], [2.8105, 1.1652, 0.0870], [1.0504, 2.5039, -1.3515], [-1.4419, 0.9874, -1.6712], [-0.8117, 2.1892, -2.7092], [-1.0209, -0.3098, -0.1993], [0.3238, -1.1803, -0.7240], [-0.0407, -0.8846, 0.8785], [-0.9180, -3.0095, 1.5302], [-2.3989, -2.5369, 1.0209], [-1.4454, -2.3738, 1.0259], [-3.7233, -0.7542, -0.7760], [-3.0187, -0.9576, -2.0986], [-2.8612, -0.6832, -1.1935]], "mulliken_charge": [-1.480, -0.299, -0.231, -0.157, -0.436, -0.098, 0.382, 0.449, 0.341, 0.416, 0.327, 0.385, 0.187, 0.266, 0.229, 0.322, 0.440, 0.290, 0.286, -0.592, 0.302, 0.294, -0.623]}

***

The energy of each structure relative to the most stable one, in kcal/mol, is as follows: *one* 0.0; *two* 32.3; *three* 37.4; *four* 34.4.